109
Properties=species:S:1:pos:R:3:forces:R:3 method="wB97M-V/def2-TZVPD" total_charge=-1
Be -0.3305 -0.2400 -0.4456 0.32 -0.71 0.12
C 2.4409 1.2323 -2.1424 -0.07 0.14 -0.06
Si 2.9529 -0.2620 -1.1193 0.05 0.24 0.25
C 3.9261 0.4304 0.3382 0.13 0.16 0.08
C 4.2347 -1.1658 -2.1637 0.03 -0.20 -0.09
N 1.6448 -1.1206 -0.4869 -0.21 -0.15 -0.56
P 0.7504 -2.4169 -0.7510 -0.39 -0.52 -0.01
C -0.8945 -2.2185 -0.2897 0.89 0.81 0.54
P -0.9648 -1.7201 1.3276 -0.73 -0.35 -0.34
N -0.1945 -0.3146 1.5254 -0.31 -0.35 0.20
Si 0.4225 0.6214 2.7965 0.14 0.13 -0.07
C 2.0822 0.0548 3.4925 0.18 -0.09 -0.02
C 0.6975 2.3637 2.1414 0.06 0.15 -0.06
C -0.7137 0.7318 4.2942 -0.16 0.03 0.07
C -0.6162 -3.0653 2.5247 0.03 -0.03 0.00
C 0.5263 -3.1327 3.3101 -0.08 0.07 0.03
C 0.7746 -4.2466 4.1081 0.02 0.06 0.00
C -0.1123 -5.3098 4.1127 -0.04 0.01 -0.02
C -1.2444 -5.2692 3.3026 0.02 0.07 -0.02
C -1.4912 -4.1582 2.5122 0.09 0.04 0.10
C -2.7494 -1.4042 1.7017 0.01 0.15 0.00
C -3.5996 -1.0496 0.6539 -0.07 -0.08 0.09
C -4.8982 -0.6181 0.9057 0.10 -0.05 0.03
C -5.3619 -0.5309 2.2134 0.02 0.01 -0.04
C -4.5310 -0.9019 3.2635 0.02 -0.01 0.00
C -3.2375 -1.3414 3.0064 0.01 0.02 -0.06
C 1.5990 -3.8485 0.0272 -0.04 -0.06 0.10
C 2.7113 -3.6551 0.8409 0.02 -0.08 -0.14
C 3.3201 -4.7364 1.4732 -0.02 0.04 -0.04
C 2.8121 -6.0157 1.3008 -0.02 0.02 -0.01
C 1.6958 -6.2177 0.4936 -0.01 0.07 -0.04
C 1.0925 -5.1397 -0.1393 0.11 0.06 0.10
C 0.7113 -2.9998 -2.4997 0.12 0.19 -0.07
C -0.4690 -2.9474 -3.2364 0.02 -0.01 -0.01
C -0.4678 -3.2496 -4.5931 0.06 -0.02 0.03
C 0.7166 -3.6096 -5.2292 -0.09 0.03 0.08
C 1.8908 -3.7013 -4.4936 0.02 0.00 0.01
C 1.8811 -3.4080 -3.1352 0.00 -0.05 0.05
H 3.3056 1.8753 -2.3553 -0.09 -0.08 0.04
H 1.6923 1.8309 -1.6039 0.13 -0.04 -0.09
H 1.9922 0.9264 -3.0932 0.03 0.04 0.10
H 4.7605 1.0544 -0.0105 -0.10 -0.06 0.07
H 4.3460 -0.3684 0.9622 -0.06 0.08 -0.06
H 3.2831 1.0500 0.9762 0.12 -0.10 -0.08
H 5.1176 -0.5224 -2.2635 -0.08 -0.05 0.00
H 3.8600 -1.3838 -3.1687 0.05 0.00 0.08
H 4.5575 -2.1090 -1.7067 -0.02 0.09 -0.03
H 2.6779 -0.4548 2.7258 -0.09 0.08 0.13
H 1.9495 -0.6254 4.3399 0.03 0.04 -0.04
H 2.6605 0.9151 3.8518 -0.06 -0.09 -0.05
H 1.2216 2.3282 1.1765 -0.07 0.03 0.14
H 1.3088 2.9520 2.8375 -0.07 -0.06 -0.09
H -0.2440 2.9015 1.9856 0.13 -0.02 0.01
H -0.7799 -0.2432 4.7923 -0.02 0.10 -0.03
H -1.7304 1.0338 4.0145 0.10 -0.03 0.07
H -0.3280 1.4560 5.0238 -0.03 -0.09 -0.09
H 1.2286 -2.3102 3.2876 0.02 -0.05 0.01
H 1.6674 -4.2829 4.7225 -0.01 0.01 -0.04
H 0.0773 -6.1723 4.7413 0.01 0.00 -0.04
H -1.9279 -6.1101 3.2858 -0.01 0.02 0.00
H -2.3624 -4.1233 1.8684 -0.01 -0.04 0.00
H -3.2206 -1.1326 -0.3590 -0.01 0.00 0.00
H -5.5483 -0.3501 0.0799 0.04 0.01 0.02
H -6.3692 -0.1812 2.4136 0.04 -0.03 -0.01
H -4.8930 -0.8441 4.2845 0.03 -0.03 -0.03
H -2.5985 -1.6464 3.8280 -0.01 0.06 0.02
H 3.0896 -2.6442 0.9579 -0.01 -0.05 0.06
H 4.1887 -4.5819 2.1054 -0.04 0.02 -0.04
H 3.2825 -6.8584 1.7963 -0.02 0.03 -0.02
H 1.3022 -7.2193 0.3585 -0.01 0.05 0.01
H 0.2201 -5.2820 -0.7683 0.00 -0.04 0.03
H -1.3778 -2.6652 -2.7169 0.03 0.06 -0.03
H -1.3922 -3.1948 -5.1585 0.04 0.00 0.02
H 0.7219 -3.8236 -6.2920 -0.01 -0.01 0.02
H 2.8155 -3.9918 -4.9818 -0.04 -0.01 0.05
H 2.7932 -3.5058 -2.5553 -0.01 0.06 -0.07
C 1.0424 7.7104 1.1040 0.05 -0.05 -0.01
O 1.3725 6.9322 -0.0300 0.07 0.07 0.23
C 0.3497 6.5851 -0.8533 -0.08 -0.06 -0.16
C -0.9422 7.0734 -0.7405 -0.19 -0.01 -0.04
C -1.9152 6.6664 -1.6541 -0.14 0.06 0.15
C -1.6299 5.7539 -2.6501 0.01 -0.51 0.06
C -0.3124 5.2811 -2.7634 -0.20 -0.10 -0.10
C 0.6627 5.6933 -1.8809 0.01 -0.03 -0.03
N -2.6583 5.4534 -3.6195 0.29 -0.46 -0.32
N -2.8711 4.3064 -4.0801 -0.33 0.38 0.50
C -2.3584 3.1037 -3.5071 0.36 0.34 0.02
C -1.8222 2.1951 -4.3964 0.18 0.05 -0.05
C -1.0860 1.0669 -4.0049 -0.06 0.10 -0.07
C -0.8973 0.8211 -2.6511 -0.11 0.00 0.16
O -0.2087 -0.1129 -2.1133 0.02 0.28 -0.23
C -1.6012 1.6689 -1.7224 0.11 -0.06 -0.19
N -1.4822 1.2346 -0.4480 -0.01 0.02 -0.15
C -2.1489 1.8594 0.4905 -0.08 -0.13 0.23
C -2.9747 2.9559 0.2010 -0.07 0.07 0.14
C -3.0764 3.4189 -1.0828 0.18 0.06 -0.11
C -2.3446 2.7847 -2.1122 -0.11 0.26 -0.02
H 1.9538 7.8028 1.6868 0.04 0.00 0.00
H 0.2765 7.2223 1.7131 0.01 -0.02 -0.02
H 0.6937 8.7070 0.8211 0.00 0.02 -0.03
H -1.2110 7.7679 0.0444 -0.01 -0.03 -0.07
H -2.9259 7.0535 -1.5732 0.06 0.01 -0.02
H -0.0563 4.5854 -3.5528 -0.03 -0.03 0.03
H 1.6792 5.3203 -1.9563 -0.11 0.04 -0.01
H -1.9095 2.4411 -5.4498 -0.02 -0.06 0.01
H -0.6440 0.3964 -4.7308 -0.01 0.05 -0.02
H -2.0546 1.4574 1.4940 0.00 0.05 -0.08
H -3.5277 3.4273 1.0040 0.00 -0.05 -0.03
H -3.7267 4.2509 -1.3097 -0.01 0.11 -0.05

***

117
Properties=species:S:1:pos:R:3:forces:R:3 method="wB97M-V/def2-TZVPD" relative_energy_ev=1.8918 total_charge=0
Y 0.5828 0.1563 0.4475 -0.55 -0.49 -1.16
N 2.0681 -5.2864 6.9859 -0.10 -0.02 0.06
C 1.7934 -4.1783 6.2138 -0.07 0.14 -0.06
C 1.2298 -4.3240 4.9402 0.00 -0.06 -0.02
C 0.9216 -3.2160 4.1791 -0.05 0.05 0.03
C 1.1667 -1.9493 4.6881 -0.04 0.20 -0.27
C 1.7235 -1.7810 5.9447 -0.02 0.06 -0.04
C 2.0275 -2.8899 6.7077 0.01 -0.09 0.05
S 0.8760 -0.5294 3.6862 0.09 -0.04 0.20
O 1.5240 0.5954 4.3008 0.20 -0.24 0.23
O -0.5480 -0.3807 3.4145 0.06 -0.13 0.04
N 1.4744 -0.8372 2.2069 -0.14 0.00 1.31
C 2.7730 -1.1393 1.9838 0.85 -0.34 -0.07
N 3.1377 -0.9642 0.6928 -0.60 0.08 0.29
C 4.3902 -1.2589 0.3845 0.01 -0.04 -0.22
C 5.2958 -1.7384 1.3147 -0.03 0.02 -0.01
C 4.8171 -1.8836 2.6069 -0.04 0.01 0.04
N 3.5717 -1.5949 2.9540 -0.06 0.17 -0.06
H 2.1335 -6.1749 6.5234 0.05 -0.02 0.00
H 2.6687 -5.1663 7.7811 0.06 -0.02 -0.01
H 1.0392 -5.3168 4.5494 0.01 0.00 0.00
H 0.5037 -3.3262 3.1848 0.02 -0.08 0.03
H 1.9243 -0.7780 6.2970 0.04 -0.04 0.04
H 2.4579 -2.7696 7.6950 0.00 0.01 -0.01
H 4.6743 -1.0992 -0.6504 0.02 -0.03 0.02
H 6.3143 -1.9745 1.0476 0.00 0.00 0.00
H 5.4496 -2.2465 3.4111 0.06 0.00 -0.06
Cl 4.2826 1.8973 -0.6086 0.08 -0.24 -0.45
C 2.9832 2.8720 -0.0025 -0.35 0.10 0.29
C 1.8642 2.2461 0.5621 0.80 0.94 0.06
C 1.1410 3.1086 1.3890 0.41 -0.04 -0.54
Cl -0.0161 2.3294 2.4079 -0.35 0.10 0.18
C 1.3285 4.4804 1.4952 -0.05 0.07 0.00
Cl 0.3546 5.4302 2.5454 -0.09 0.04 0.04
C 2.3250 5.0714 0.7273 0.00 -0.06 0.05
Cl 2.5195 6.7768 0.7152 0.02 0.04 0.03
C 3.1963 4.2511 0.0144 0.02 -0.06 -0.08
Cl 4.5248 4.9516 -0.8291 0.03 0.06 -0.01
N 0.7667 -2.7342 -3.2692 0.09 -0.06 -0.12
C 1.4049 -2.2715 -4.3707 -0.15 0.09 0.03
C 1.9571 -3.1662 -5.3102 0.09 0.00 -0.08
C 2.5473 -2.7010 -6.4615 -0.06 -0.02 0.08
C 2.5900 -1.3343 -6.7503 0.04 0.09 -0.07
C 2.0428 -0.4405 -5.8527 -0.05 -0.04 -0.17
C 1.4927 -0.8993 -4.6608 -0.19 0.01 0.33
S 0.6974 0.2072 -3.5187 0.12 -0.06 -0.25
N 0.6282 -0.6103 -2.0991 0.64 0.79 0.78
C 0.3535 -1.9826 -2.1479 -0.49 -0.42 0.12
C -0.2083 -2.6208 -1.0806 0.09 0.43 -0.48
C -0.6211 -4.0062 -1.1110 -0.01 -0.34 0.12
C -1.1639 -4.5892 -0.0196 0.11 0.08 -0.31
C -1.3236 -3.8281 1.1752 0.00 0.17 0.24
C -0.9514 -2.5163 1.1526 -0.27 -0.44 -0.03
N -0.4206 -1.8723 0.0883 0.14 -0.28 -0.18
H 0.7636 -3.7297 -3.1435 0.09 -0.05 0.00
H 1.9039 -4.2308 -5.1141 0.01 0.01 0.03
H 2.9718 -3.4092 -7.1614 -0.02 -0.01 0.00
H 3.0355 -0.9793 -7.6691 -0.01 0.01 0.01
H 2.0376 0.6183 -6.0756 -0.05 -0.10 -0.07
H -0.5658 -4.5616 -2.0386 -0.03 -0.04 0.03
H -1.5101 -5.6146 -0.0613 0.03 -0.01 -0.03
H -1.7452 -4.2710 2.0669 -0.02 0.08 0.02
H -1.0891 -1.9080 2.0359 0.05 0.02 -0.01
C -3.8676 0.5276 3.7110 0.00 0.06 -0.07
C -4.2084 -0.0399 2.3349 0.42 0.11 -0.24
C -3.9752 -1.5480 2.3661 0.02 0.09 -0.01
C -5.6558 0.2525 1.9672 0.10 0.01 -0.05
Sb -2.7553 0.8608 0.8596 -1.21 0.39 -0.57
C -3.2545 3.0935 0.9375 0.08 -0.54 -0.02
C -4.6022 3.5086 0.3532 0.06 0.00 -0.06
C -3.2544 3.5480 2.4041 0.05 0.01 -0.13
C -2.1559 3.7785 0.1087 -0.03 -0.02 0.07
C -3.5859 0.3204 -1.1727 0.13 -0.04 0.46
C -2.6773 1.0535 -2.1564 -0.10 0.06 0.09
C -3.4043 -1.1863 -1.3402 0.10 0.05 0.03
C -5.0430 0.6693 -1.4464 0.01 0.03 0.03
H -4.4402 -0.0123 4.4737 -0.01 -0.03 -0.01
H -4.1228 1.5826 3.7931 -0.01 -0.08 0.05
H -2.8076 0.4005 3.9355 0.00 0.01 0.08
H -4.7256 -2.0097 3.0182 -0.01 0.01 0.02
H -2.9931 -1.7786 2.7769 -0.05 -0.04 -0.01
H -4.0588 -2.0096 1.3821 0.02 -0.05 0.05
H -6.3059 -0.0689 2.7886 0.00 -0.02 0.02
H -5.9531 -0.2994 1.0758 -0.05 0.04 0.06
H -5.8340 1.3136 1.7948 -0.06 -0.04 0.04
H -5.4384 3.0020 0.8335 -0.02 0.06 -0.05
H -4.6585 3.3368 -0.7201 0.03 0.10 0.04
H -4.7303 4.5862 0.5136 -0.01 0.01 0.02
H -4.2495 3.4224 2.8338 0.02 -0.01 0.01
H -3.0043 4.6120 2.4642 -0.02 0.03 -0.04
H -2.5530 3.0140 3.0337 0.16 0.01 0.11
H -2.4550 3.8399 -0.9387 0.05 -0.01 0.00
H -1.1946 3.2642 0.1411 0.05 0.07 0.04
H -1.9895 4.7997 0.4651 -0.01 0.02 -0.01
H -1.6207 0.8794 -1.9300 0.00 -0.01 -0.07
H -2.8658 2.1288 -2.1476 0.04 -0.01 -0.04
H -2.8565 0.6900 -3.1750 -0.01 -0.01 -0.01
H -2.3769 -1.4938 -1.1480 -0.07 -0.03 -0.04
H -3.6560 -1.4751 -2.3677 -0.02 0.02 -0.02
H -4.0601 -1.7446 -0.6699 0.00 -0.02 -0.05
H -5.2734 1.7149 -1.2612 -0.07 -0.14 -0.07
H -5.7167 0.0604 -0.8457 -0.02 0.02 -0.08
H -5.2636 0.4631 -2.5007 0.00 -0.04 -0.01
Cl 5.2596 4.2064 -7.2934 0.05 0.04 -0.07
C 4.3208 3.3513 -6.1169 -0.07 -0.08 0.06
C 3.0870 3.8530 -5.7342 0.01 0.01 -0.04
C 2.3557 3.1764 -4.7727 -0.07 -0.06 0.09
C 2.8400 2.0051 -4.1984 0.01 0.17 -0.01
C 2.0980 1.3254 -3.0995 -0.27 -0.25 0.11
C 4.0701 1.5071 -4.6174 0.01 0.08 0.14
C 4.8180 2.1792 -5.5678 0.03 0.00 -0.04
H 2.7172 4.7695 -6.1723 0.00 -0.01 0.00
H 1.3955 3.5683 -4.4562 0.03 0.04 0.01
H 1.6380 2.0540 -2.4288 0.06 -0.05 0.11
H 2.7238 0.6422 -2.5369 0.16 0.06 0.18
H 4.4463 0.5876 -4.1854 0.03 0.03 0.00
H 5.7847 1.8061 -5.8764 -0.01 0.00 -0.02

***

Here are the calculated HOMO energy numbers, same order: -4.4800; -5.2539 (eV).